{"formula": "C6H11N", "method": "the ωB97M-V functional and the def2-TZVPD basis", "species": ["C", "C", "C", "N", "C", "C", "C", "H", "H", "H", "H", "H", "H", "H", "H", "H", "H", "H"], "positions_angstrom": [[-0.033080, -2.497032, -1.362177], [-0.030651, -1.617161, -0.363148], [-0.309144, -0.186887, -0.312841], [-1.112966, 0.207794, -1.456205], [0.135082, 0.726767, 0.588073], [0.134382, 2.151591, 0.263841], [0.866916, 0.186205, 1.815271], [0.338562, -3.509817, -1.311800], [-0.367932, -2.244233, -2.362032], [0.042936, -1.986752, 0.664437], [-1.958678, -0.350241, -1.363645], [-1.340868, 1.184729, -1.578883], [0.119604, 2.315713, -0.815872], [1.018002, 2.690427, 0.615632], [-0.726488, 2.715847, 0.661692], [1.145224, 1.056881, 2.411531], [0.311684, -0.509748, 2.433334], [1.767416, -0.334087, 1.472800]], "forces_ev_per_a": [[-0.1, 0.5, -0.8], [-0.4, -0.7, 2.1], [-1.2, 1.8, -1.7], [0.3, -0.7, 0.3], [0.4, -3.1, -0.1], [-0.5, 1.6, -0.2], [0.5, 0.9, -0.7], [-0.3, -0.1, 0.7], [0.3, 0.4, 0.0], [0.9, -0.3, -0.3], [0.0, 0.3, -0.5], [0.0, -0.1, 0.4], [0.0, 0.0, 0.0], [0.1, -0.3, 0.2], [0.1, -0.2, 0.0], [0.2, -0.3, 0.2], [-0.3, 0.0, 0.0], [0.1, 0.1, 0.3]], "lowdin_charge": [0.0174, -0.1463, -0.3080, 0.0640, -0.2945, -0.0791, -0.0641, 0.0495, 0.0512, 0.0986, 0.0867, 0.0577, 0.0709, 0.0832, 0.0919, 0.0697, 0.0694, 0.0819], "smiles": "C=CC(N)=C(C)C", "energy_ha": -289.9131, "relative_energy_kcal_mol": 36.8, "e_homo_ev": -7.72}


{"formula": "C6H11N", "method": "the ωB97M-V functional and the def2-TZVPD basis", "species": ["C", "C", "C", "C", "N", "C", "C", "H", "H", "H", "H", "H", "H", "H", "H", "H", "H", "H"], "positions_angstrom": [[-2.067418, -0.843790, 0.237663], [-1.268697, 0.276702, 0.479769], [0.169824, 0.259560, 0.103082], [0.887653, 0.695759, 1.186714], [0.405000, 0.946729, 2.470004], [0.834540, -0.499331, -0.941208], [0.596970, 0.100353, -2.425278], [-3.159592, -0.857965, 0.524545], [-1.653183, -1.756582, -0.151893], [-1.751621, 0.900228, 1.314743], [2.000106, 0.880804, 1.009392], [1.127876, 1.017318, 3.158076], [-0.363171, 0.378586, 2.814514], [0.472058, -1.574621, -0.913096], [1.943754, -0.513638, -0.637019], [-0.401486, 0.126781, -2.759275], [1.088734, 1.083996, -2.441131], [1.138653, -0.620888, -3.029602]], "forces_ev_per_a": [[0.0, 2.4, 0.9], [-2.6, -3.7, 0.2], [-1.0, 1.7, 4.5], [1.6, -0.1, -1.3], [0.1, 0.2, -0.3], [0.2, -0.3, -1.9], [2.5, -1.1, 2.2], [1.5, 0.0, -0.2], [0.0, -0.1, -0.6], [1.2, 0.1, -2.0], [-1.4, -0.4, 0.7], [0.2, 0.2, 0.2], [0.2, 0.1, -0.4], [0.5, 1.1, -0.1], [-1.5, -0.1, -1.0], [-1.3, 0.2, 0.0], [-0.3, -0.3, -0.3], [0.1, 0.3, -0.6]], "lowdin_charge": [0.0008, -0.1465, -0.3337, -0.1731, 0.0449, -0.2213, -0.0686, 0.0581, 0.0304, 0.1147, 0.1319, 0.0749, 0.0820, 0.1149, 0.1230, 0.0424, 0.0721, 0.0532], "smiles": "C=C/C(=C\\N)CC", "energy_ha": -289.8847, "relative_energy_kcal_mol": 54.6, "e_homo_ev": -7.44}


{"formula": "C6H11N", "method": "the ωB97M-V functional and the def2-TZVPD basis", "species": ["C", "C", "C", "C", "C", "C", "N", "H", "H", "H", "H", "H", "H", "H", "H", "H", "H", "H"], "positions_angstrom": [[0.745711, 0.942203, 2.276558], [0.045719, 1.074985, 0.927579], [-0.146050, -0.255404, 0.182747], [-0.697447, -0.044099, -1.236568], [-0.732048, -1.307296, -2.091654], [2.157222, -0.734474, -0.367963], [1.113561, -0.982436, 0.128904], [0.712403, 1.888733, 2.825103], [1.795605, 0.660653, 2.151671], [0.263850, 0.175617, 2.892764], [-0.959253, 1.489925, 1.066763], [0.595024, 1.786404, 0.293042], [-0.835134, -0.886304, 0.745141], [-1.712602, 0.348870, -1.108352], [-0.120280, 0.737124, -1.753414], [-1.223697, -2.127477, -1.557650], [-1.280835, -1.130885, -3.022001], [0.278252, -1.636139, -2.352671]], "forces_ev_per_a": [[0.0, 0.0, 0.0], [-0.1, 0.0, 0.0], [-0.4, 0.0, 0.1], [-0.1, 0.0, 0.1], [0.0, -0.1, 0.0], [-0.1, -0.9, 0.5], [1.1, 1.3, -1.0], [0.0, -0.1, -0.1], [-0.2, 0.0, 0.0], [0.0, 0.1, 0.0], [0.1, 0.0, 0.0], [-0.1, -0.3, 0.0], [-0.1, 0.1, 0.0], [0.1, 0.0, 0.0], [0.0, -0.2, 0.2], [0.0, 0.1, -0.1], [0.1, 0.0, 0.1], [-0.2, 0.0, 0.1]], "lowdin_charge": [-0.1095, -0.2300, -0.3899, -0.2296, -0.1097, 0.0611, -0.0148, 0.0724, 0.0629, 0.0765, 0.1136, 0.1170, 0.1384, 0.1134, 0.1169, 0.0766, 0.0724, 0.0623], "energy_ha": -289.9245, "relative_energy_kcal_mol": 29.6, "e_homo_ev": -11.01}


{"formula": "C6H11N", "method": "the ωB97M-V functional and the def2-TZVPD basis", "species": ["H", "N", "C", "C", "C", "C", "C", "C", "H", "H", "H", "H", "H", "H", "H", "H", "H", "H"], "positions_angstrom": [[1.843272, -0.032232, 2.195824], [0.870556, -0.031749, 2.506844], [0.042332, -0.416375, 1.663618], [-1.371884, -0.647304, 1.403599], [-0.318378, -0.912235, 0.325803], [-0.176113, -0.054826, -0.923387], [1.235155, -0.231398, -1.487812], [-0.451531, 1.422616, -0.654750], [-2.020528, 0.210015, 1.306921], [-1.855751, -1.496803, 1.863942], [-0.109182, -1.960543, 0.133712], [-0.896278, -0.413867, -1.670400], [1.444053, -1.280521, -1.686369], [1.345088, 0.321480, -2.417850], [1.973424, 0.139128, -0.779769], [-0.245043, 2.006056, -1.549334], [0.181298, 1.790693, 0.150488], [-1.490491, 1.587863, -0.381079]], "forces_ev_per_a": [[-0.2, -0.1, -0.3], [0.4, 0.4, 0.9], [-0.1, -0.3, -0.7], [-0.4, 0.0, 0.4], [0.3, 0.0, -0.5], [0.1, 0.1, 0.1], [-0.3, 0.0, 0.0], [-0.1, -0.2, -0.1], [0.0, 0.2, -0.1], [0.0, -0.1, 0.0], [0.0, -0.1, 0.1], [0.0, 0.0, 0.1], [0.1, -0.1, 0.0], [0.1, 0.0, -0.1], [0.1, 0.0, 0.1], [0.0, 0.1, 0.0], [0.1, 0.1, 0.1], [-0.1, 0.1, 0.0]], "lowdin_charge": [0.0548, 0.1562, -0.3679, -0.0381, -0.2013, -0.3996, -0.0744, -0.0728, 0.0992, 0.1042, 0.1407, 0.1364, 0.0752, 0.0752, 0.0799, 0.0780, 0.0827, 0.0717], "smiles": "[H]/N=C1/C[C@H]1C(C)C", "energy_ha": -289.9108, "relative_energy_kcal_mol": 38.2, "e_homo_ev": -9.02}


{"formula": "C6H11N", "method": "the ωB97M-V functional and the def2-TZVPD basis", "species": ["C", "C", "C", "C", "C", "N", "C", "H", "H", "H", "H", "H", "H", "H", "H", "H", "H", "H"], "positions_angstrom": [[2.196937, 0.202754, 1.930444], [2.127487, -0.323048, 0.706223], [1.025805, -0.404482, -0.273575], [-0.258709, 0.033500, -0.254317], [-0.982097, 0.525265, 0.945620], [-0.973880, 0.059790, -1.439148], [-2.407118, -0.155847, -1.494869], [3.001015, 0.023876, 2.645821], [1.418404, 0.877664, 2.246133], [2.966863, -0.898137, 0.305159], [1.408258, -0.677167, -1.260736], [-0.426619, 0.247437, 1.828153], [-1.237161, 1.578587, 0.930110], [-1.926131, -0.004157, 1.146704], [-0.486224, -0.113721, -2.292759], [-2.658885, -1.182086, -1.196363], [-2.724975, -0.076624, -2.533344], [-2.919536, 0.574509, -0.877684]], "forces_ev_per_a": [[-0.1, 0.3, 0.0], [-0.3, -0.9, -0.3], [0.5, 1.2, -0.2], [0.4, -0.3, -0.6], [-0.6, -1.0, 0.9], [-0.5, 0.5, 0.2], [0.5, -0.5, -0.2], [0.0, 0.1, -0.5], [-0.1, 0.0, 0.3], [0.0, 0.0, 0.5], [-0.3, -0.2, 0.2], [0.4, 0.4, 0.2], [0.3, 0.3, -0.1], [0.0, 0.1, -0.6], [0.4, -0.2, -0.1], [-0.2, 0.2, 0.3], [-0.1, 0.3, 0.1], [-0.3, 0.0, 0.0]], "lowdin_charge": [-0.0224, -0.1955, -0.0868, -0.3393, -0.0399, -0.0579, -0.1039, 0.0496, 0.0319, 0.0869, 0.0922, 0.0574, 0.0945, 0.0832, 0.1133, 0.0846, 0.0802, 0.0719], "smiles": "C=C/C=C(\\C)NC", "energy_ha": -289.9130, "relative_energy_kcal_mol": 36.8, "e_homo_ev": -7.34}


{"formula": "C6H11N", "method": "the ωB97M-V functional and the def2-TZVPD basis", "species": ["C", "C", "C", "C", "C", "N", "C", "H", "H", "H", "H", "H", "H", "H", "H", "H", "H", "H"], "positions_angstrom": [[1.132639, 3.331112, -0.272310], [0.712144, 2.287593, 0.486273], [0.030716, 1.165911, -0.125064], [-0.725091, 0.217672, 0.423211], [-1.202960, -1.062016, -0.267545], [-0.096535, -1.968268, -0.543981], [0.053265, -3.107181, 0.346097], [1.940123, 4.033073, -0.185572], [0.875516, 3.110092, -1.310184], [1.272092, 2.200625, 1.416805], [0.205955, 1.064691, -1.200858], [-1.116860, 0.291718, 1.438519], [-1.666780, -0.839506, -1.226397], [-1.901044, -1.484951, 0.441469], [0.756804, -1.656958, -0.972901], [-0.406888, -3.983672, -0.162776], [1.101973, -3.409570, 0.387179], [-0.334029, -3.130733, 1.367112]], "forces_ev_per_a": [[-0.6, -2.5, -1.3], [2.3, 1.9, 0.0], [-0.6, -0.8, -0.5], [-0.6, 0.0, 0.3], [1.6, 1.3, -0.5], [-0.8, -0.9, 1.2], [0.5, -1.7, -1.5], [-0.1, 0.3, 1.0], [-0.2, 0.9, -0.2], [-1.0, -0.3, 0.5], [0.1, 0.0, 0.1], [0.6, 0.2, 0.1], [-0.5, 0.2, 0.1], [-0.2, -0.7, -0.4], [-0.2, 0.6, 0.3], [-0.1, 0.2, 0.5], [0.1, 0.2, 0.2], [-0.1, 0.9, 0.0]], "lowdin_charge": [0.0032, -0.1896, -0.1581, -0.0802, -0.2270, -0.1291, -0.1519, 0.0487, 0.0484, 0.0991, 0.1113, 0.1035, 0.1057, 0.1026, 0.1011, 0.0710, 0.0686, 0.0725], "smiles": "C=C/C=C/CNC", "energy_ha": -289.8679, "relative_energy_kcal_mol": 65.2, "e_homo_ev": -8.16}